Record 1
Computed, not measured: a 2-piece molecular cluster, C4H12 overall, with ωB97M-V with the def2-TZVPD basis set.

XYZ file:
```
16
Properties=species:S:1:pos:R:3:forces:R:3
C 1.589 1.031 0.324 0.60 0.52 -1.06
C 1.456 2.100 -0.782 -0.60 -0.39 -1.16
H 0.922 1.261 1.146 0.30 -0.17 0.38
H 1.411 0.023 -0.027 -0.39 0.00 -0.23
H 2.653 0.976 0.547 -0.09 0.29 0.96
H 0.897 1.774 -1.668 -0.38 -0.34 0.38
H 2.397 2.318 -1.269 0.52 0.33 0.38
H 0.961 3.034 -0.508 0.30 -0.09 0.40
C -1.989 -1.735 0.920 0.88 0.15 -1.08
C -1.148 -1.330 -0.325 0.33 -0.85 0.17
H -2.319 -2.752 0.692 0.17 -0.08 0.88
H -1.309 -1.583 1.753 -0.32 -0.79 0.48
H -2.890 -1.170 1.122 -0.05 0.50 -0.25
H -1.777 -0.953 -1.129 0.38 0.33 -0.09
H -0.232 -0.771 -0.107 -1.02 0.85 0.06
H -0.622 -2.223 -0.689 -0.64 -0.24 -0.20
```
Positions in Å, forces in eV/Å.

Values from the calculation:
highest occupied orbital energy = -11.21 eV
orbital gap = 12.38 eV
spin multiplicity = 1
E_LUMO = 1.169 eV
SMILES string = CC.CC

Formally, the Löwdin partial charges of the atoms, in units of the elementary charge, are as follows: -0.16, -0.16, 0.07, 0.03, 0.06, 0.06, 0.05, 0.06, -0.15, -0.16, 0.06, 0.06, 0.05, 0.06, 0.01, 0.06

---

Record 2
Computed, not measured: a 3-piece molecular cluster, C4H13NO2 overall, with ωB97M-V with the def2-TZVPD basis set.

XYZ file:
```
20
Properties=species:S:1:pos:R:3:forces:R:3
C -2.794 -1.409 -0.972 -0.17 0.59 0.14
C -1.350 -1.645 -0.472 -0.75 -1.16 -0.39
C -0.836 -0.609 0.454 0.13 0.13 -0.10
C 0.478 -0.083 0.423 -0.69 -0.08 -0.59
N -1.654 -0.052 1.304 -0.97 1.17 -0.15
H -3.062 -0.361 -0.809 -0.43 -0.18 0.33
H -3.491 -2.121 -0.537 -0.15 0.36 0.37
H -2.972 -1.493 -2.036 0.70 -0.35 -0.36
H -0.708 -1.803 -1.325 0.57 0.20 0.01
H -1.368 -2.602 0.064 0.29 0.04 0.07
H 0.460 0.966 0.672 0.81 -0.13 0.20
H 1.288 -0.624 -0.043 0.11 0.21 0.03
H -2.652 -0.210 1.234 -0.03 -0.45 0.05
H -1.455 0.852 1.736 0.55 -0.49 0.29
H 5.600 1.438 -1.557 -0.07 0.03 -0.02
H 5.870 1.263 -3.037 -0.45 0.05 0.19
O 5.141 1.363 -2.401 0.51 -0.09 -0.14
H 1.424 2.275 1.659 0.63 0.57 0.60
H 1.232 2.612 3.219 0.48 0.19 -0.24
O 0.845 2.243 2.423 -1.07 -0.61 -0.30
```
Positions in Å, forces in eV/Å.

Values from the calculation:
net charge = +1
highest occupied orbital energy (spin up / spin down) = -13.72 / -13.72 eV
orbital gap (spin up / spin down) = 10.05 / 7.16 eV
spin multiplicity = 2
E_LUMO (spin up / spin down) = -3.670 / -6.563 eV

Formally, the Löwdin partial charges of the atoms, in units of the elementary charge, are as follows: -0.06, -0.15, -0.29, 0.24, 0.25, 0.08, 0.09, 0.08, 0.12, 0.14, 0.06, 0.11, 0.14, 0.15, 0.03, 0.05, -0.07, 0.03, 0.06, -0.05

---

Record 3
Computed, not measured: C4H2N4 as an isolated structure, with ωB97M-V with the def2-TZVPD basis set.

XYZ file:
```
10
Properties=species:S:1:pos:R:3:forces:R:3
C 0.647 -0.549 1.695 3.51 -0.61 2.73
C -0.090 -0.784 -0.247 1.66 1.44 2.78
C -0.809 0.579 -1.696 0.92 -0.57 1.01
C 0.166 0.629 0.164 0.10 2.01 -0.73
H 1.181 -0.675 2.753 -1.66 -0.42 -2.36
H -1.122 0.872 -2.672 -0.55 -0.19 -0.46
N 0.466 -1.475 0.812 -0.74 -1.53 1.96
N -0.811 -0.869 -1.242 -1.16 -0.29 -2.42
N -0.240 1.388 -0.902 -0.68 1.98 -0.98
N 0.612 0.884 1.335 -1.41 -1.82 -1.52
```
Positions in Å, forces in eV/Å.

Values from the calculation:
highest occupied orbital energy = -10.35 eV
orbital gap = 8.13 eV
spin multiplicity = 1
E_LUMO = -2.211 eV

Formally, the Löwdin partial charges of the atoms, in units of the elementary charge, are as follows: -0.13, -0.37, -0.06, -0.36, 0.16, 0.11, 0.13, 0.19, 0.13, 0.20

---

Record 4
Computed, not measured: C22H25N8SV as an isolated structure, with ωB97M-V with the def2-TZVPD basis set.

XYZ file:
```
57
Properties=species:S:1:pos:R:3:forces:R:3
V -0.169 -0.533 -1.696 0.75 -0.86 -1.34
S 1.850 -1.279 -2.229 0.33 -0.10 0.01
C 2.285 -1.614 -0.541 -0.86 0.07 -0.48
N 3.578 -1.760 -0.307 0.56 0.09 0.33
N 4.128 -2.075 0.808 -0.19 0.19 -0.56
C 3.627 -2.711 1.964 -0.29 -0.30 0.70
C 4.209 -2.384 3.188 0.00 0.17 -0.30
C 3.803 -3.041 4.335 -0.06 -0.07 0.10
C 2.848 -4.045 4.262 0.05 0.01 -0.01
C 2.300 -4.397 3.032 0.00 0.01 0.05
C 2.679 -3.731 1.884 0.16 0.06 -0.20
N 1.336 -1.593 0.389 0.23 -0.11 0.58
N 0.171 -1.164 0.012 0.77 -0.86 1.58
C -0.840 -1.197 1.006 -0.33 -0.01 0.57
C -2.017 -0.477 0.785 0.35 -0.11 -0.22
C -3.023 -0.479 1.734 -0.13 0.02 0.03
C -2.865 -1.198 2.911 -0.01 0.00 -0.01
C -1.695 -1.912 3.135 0.00 0.01 -0.01
C -0.682 -1.917 2.192 0.06 0.02 -0.18
H 5.122 -1.888 0.799 0.12 -0.14 -0.04
H 4.969 -1.613 3.236 -0.01 0.00 0.01
H 4.241 -2.776 5.287 0.02 -0.01 -0.01
H 2.553 -4.575 5.157 -0.02 0.02 0.00
H 1.587 -5.209 2.970 0.01 0.00 -0.01
H 2.285 -4.030 0.922 -0.05 0.01 0.01
H -2.131 0.114 -0.122 -0.09 0.07 0.05
H -3.926 0.092 1.566 0.00 -0.02 -0.02
H -3.652 -1.197 3.653 0.01 0.01 0.00
H -1.566 -2.467 4.054 -0.01 0.00 0.00
H 0.234 -2.464 2.359 0.01 -0.02 0.03
N 0.079 1.298 -1.464 -0.39 2.50 -0.20
C 0.088 2.458 -1.640 0.26 -0.01 0.27
N 0.152 3.723 -1.780 0.04 -0.14 -0.04
C 0.590 4.616 -0.687 -0.16 0.29 0.38
C -0.632 5.345 -0.106 -0.10 -0.10 -0.11
C -1.747 5.471 -1.159 0.13 0.06 -0.05
C -1.145 5.669 -2.551 -0.05 -0.10 0.20
C -0.363 4.419 -2.983 -0.08 0.28 -0.32
H 1.286 5.324 -1.136 0.06 -0.10 -0.04
H 1.122 4.042 0.068 0.04 -0.06 -0.08
H -0.313 6.335 0.220 0.02 -0.01 0.02
H -1.007 4.819 0.772 0.03 0.01 0.01
H -2.394 6.309 -0.906 -0.04 -0.03 -0.01
H -2.374 4.575 -1.158 -0.01 0.01 0.02
H -0.488 6.540 -2.536 0.02 -0.01 -0.06
H -1.922 5.863 -3.289 0.03 0.03 -0.03
H 0.486 4.691 -3.612 0.01 -0.11 0.02
H -0.995 3.728 -3.540 -0.01 -0.06 0.08
N -2.247 -2.833 -2.122 -0.15 -0.19 -0.09
C -3.023 -3.174 -3.159 -0.01 0.10 -0.05
C -2.756 -2.291 -4.190 0.09 0.04 0.00
C -1.780 -1.443 -3.680 -0.33 -0.33 -0.30
N -1.472 -1.784 -2.420 -0.90 -0.25 -0.54
H -2.191 -3.281 -1.222 0.06 0.06 0.11
H -3.713 -4.000 -3.112 0.05 -0.03 0.08
H -3.196 -2.278 -5.171 -0.01 -0.01 0.02
H -1.281 -0.622 -4.181 0.02 0.00 0.04
```
Positions in Å, forces in eV/Å.

Values from the calculation:
net charge = +2
highest occupied orbital energy (spin up / spin down) = -13.26 / -13.42 eV
orbital gap (spin up / spin down) = 6.25 / 6.38 eV
spin multiplicity = 3
E_LUMO (spin up / spin down) = -7.003 / -7.033 eV

Formally, the Löwdin partial charges of the atoms, in units of the elementary charge, are as follows: 0.62, 0.75, -0.73, 0.09, 0.08, -0.22, 0.00, -0.05, -0.05, -0.07, -0.04, 0.06, -0.16, -0.25, -0.06, -0.06, -0.05, -0.04, 0.00, 0.18, 0.12, 0.12, 0.12, 0.12, 0.12, 0.09, 0.12, 0.12, 0.12, 0.09, 0.08, -0.13, -0.06, -0.09, -0.15, -0.18, -0.16, -0.09, 0.14, 0.13, 0.12, 0.11, 0.12, 0.11, 0.12, 0.12, 0.14, 0.13, 0.06, -0.01, 0.00, -0.10, -0.14, 0.18, 0.15, 0.12, 0.13

---

Record 5
Computed, not measured: a 2-piece molecular cluster, C2H2ClNS overall, with ωB97M-V with the def2-TZVPD basis set.

XYZ file:
```
7
Properties=species:S:1:pos:R:3:forces:R:3
C 1.328 -0.803 0.391 -0.86 0.79 0.92
C 0.704 -0.174 1.197 0.63 0.13 0.19
Cl 0.148 0.824 2.385 -0.25 -0.22 -0.15
H 1.890 -1.243 -0.359 0.53 -0.73 -0.88
N -1.051 0.837 -1.321 -0.01 0.92 1.37
S -1.650 -0.412 -1.978 -0.36 -0.58 -0.20
H -1.370 0.970 -0.315 0.31 -0.32 -1.25
```
Positions in Å, forces in eV/Å.

Values from the calculation:
highest occupied orbital energy (spin up / spin down) = -8.50 / -8.50 eV
orbital gap (spin up / spin down) = 7.40 / 7.40 eV
spin multiplicity = 1
E_LUMO (spin up / spin down) = -1.094 / -1.097 eV
SMILES string = C#CCl.N=S

Formally, the Löwdin partial charges of the atoms, in units of the elementary charge, are as follows: 0.03, -0.74, 0.69, 0.02, -0.53, 0.56, -0.03